# 1
This record from the Open Molecules 2025 dataset describes a molecular structure, C10H23InNO4. The level of theory is the ωB97M-V functional and the def2-TZVPD basis.

Results
Spin multiplicity   1
Net charge   -1
HOMO   -4.55 eV
Gap between HOMO and LUMO   6.82 eV
LUMO energy   0.0832 Ha

The geometry in XYZ format:
```
39
Properties=species:S:1:pos:R:3:forces:R:3:lowdin_charge:R:1
H -1.3213 -0.5997 0.2773 0.0166 -0.0671 -0.0811 0.093
C -4.8074 1.1244 3.4413 0.0176 0.0050 0.0256 -0.072
H 0.5070 1.6767 -1.7881 -0.0131 -0.0325 -0.0095 0.062
H 0.1949 0.1200 -0.2789 -0.0157 -0.0258 -0.0213 0.110
O -1.0496 -0.6901 -1.7385 -0.0408 0.1675 0.0500 -0.156
H 0.7964 -0.6306 -2.6933 -0.0444 0.0181 0.0188 0.089
H 3.2588 0.5879 -2.7684 -0.0395 0.0007 0.0246 -0.110
C -4.3771 0.3056 1.1122 -0.0114 0.0301 -0.0020 -0.035
H -5.0844 1.1120 0.9277 0.0047 -0.0081 -0.0140 0.084
H 6.4033 0.5565 -0.9663 -0.1834 -0.0440 -0.1806 0.032
H -3.1388 -0.7222 4.0766 -0.0186 -0.0208 0.0022 0.131
C -0.4946 -0.7181 -0.4297 0.1017 -0.0903 0.0265 -0.199
H -4.4998 0.9074 4.4637 -0.0113 0.0137 0.0013 0.079
C 5.0260 1.9148 -0.1464 -0.0453 0.0011 -0.3445 -0.449
H -5.8938 1.0210 3.3800 0.0006 -0.0121 -0.0025 0.085
C -3.2758 -0.7308 2.9813 0.0211 0.1020 -0.1355 -0.347
In 3.9843 -0.6030 -1.6694 -0.1153 -0.0324 -0.1054 0.480
H -0.4346 -2.8497 -0.4563 0.0348 0.0338 0.0012 0.125
O -2.6951 -1.5020 2.2473 -0.0242 -0.0804 0.1294 0.021
O 1.4480 -2.1844 -0.7867 -0.0957 0.1691 -0.1337 -0.269
C 0.2136 -2.0316 -0.1249 0.0633 -0.0305 0.0926 -0.229
H 5.6353 0.0452 0.5677 0.1912 0.0390 -0.1124 0.036
H -4.7830 -0.6295 0.7252 -0.0049 -0.0023 0.0102 0.095
C -0.1883 -0.1570 -2.7420 0.0617 -0.0676 0.0381 -0.268
C 5.4669 0.5381 -0.3964 0.0017 0.0156 0.4212 -0.289
H 2.1268 -0.6184 0.4197 0.0387 0.0102 -0.0638 0.033
H 0.3382 -2.1212 0.9679 0.0234 0.0330 -0.0859 0.121
N -4.1410 0.2127 2.5441 0.0155 -0.0493 -0.0158 -0.200
H 0.4992 1.7153 -3.5400 -0.0240 -0.0029 0.0406 0.069
H -3.4503 0.5071 0.5749 0.0030 0.0084 0.0075 0.087
H -1.0428 1.8231 -2.6479 0.0796 -0.0120 -0.0321 0.070
H 4.6120 2.4474 -1.0336 0.2517 0.0240 -0.0577 0.087
H -4.5476 2.1622 3.2189 0.0115 -0.0024 -0.0034 0.088
H 3.0682 -2.0982 0.4876 -0.0671 0.0633 0.0184 0.034
C -0.0524 1.3563 -2.6680 -0.0791 -0.0159 -0.0265 -0.092
C 2.5333 -1.4270 -0.2034 -0.0174 -0.1131 0.1645 -0.332
H 4.8010 -1.8858 -2.5629 0.0657 0.0083 0.0418 -0.135
H -0.6538 -0.4410 -3.6894 0.0272 0.0142 0.0304 0.114
O 5.0180 2.5069 0.9172 -0.1802 -0.0472 0.2828 -0.042
```
Positions in Å, forces in eV/Å.

***

# 2
This record from the Open Molecules 2025 dataset describes a single C10H23OP molecule at a distorted geometry. The level of theory is the ωB97M-V functional and the def2-TZVPD basis.

Results
Spin multiplicity   1
Energy above the lowest of the compared OMol25 structures with the same formula, charge and spin   62.18 kcal/mol
HOMO   -7.85 eV
Gap between HOMO and LUMO   8.51 eV
SMILES string   CC(C)(C)CP[C@H](O)C(C)(C)C
LUMO energy   0.0242 Ha

The geometry in XYZ format:
```
35
Properties=species:S:1:pos:R:3:forces:R:3:lowdin_charge:R:1
H 0.0596 2.7495 0.2304 0.5549 1.9466 -0.5126 -0.125
C 2.0575 1.1582 0.4490 -1.6709 -2.0141 -2.4228 -0.399
H 1.7489 -0.7922 2.2674 -0.6910 -0.5967 0.5624 0.055
H -4.5338 1.2739 0.5649 1.0772 -0.4295 -0.7817 0.105
H -1.5007 1.6610 -1.4129 -0.4336 0.0801 0.9229 0.078
H 0.6235 -1.2948 -0.0777 -0.3810 0.3011 -0.6645 0.066
C 2.4803 -0.3506 0.2824 0.4706 -1.0118 1.3597 -0.545
H -4.6540 -0.3252 -0.0461 -0.7144 -0.4760 -0.2347 0.065
H 3.4993 -1.0120 2.2469 -1.3826 -0.2381 -1.0374 0.104
H -1.5267 -1.1419 1.2123 -0.2376 0.7041 -0.5408 0.089
C 2.5285 -1.2215 1.6612 0.8036 3.3264 -0.1417 -0.048
H 2.5878 1.5526 1.2497 0.1300 1.1274 2.1058 0.080
H 4.2618 -0.5465 -1.2416 -0.8648 0.1447 1.6877 0.111
C -2.4225 -0.6986 -1.4830 1.4835 -1.9733 -0.9292 -0.082
H 2.4775 -2.2682 1.4728 -0.3653 -0.7266 -0.1755 0.064
H -2.3373 0.3823 1.7087 0.1072 -0.5142 0.6096 0.057
H 1.9418 -1.8855 -1.1908 -0.9014 1.1447 0.8042 0.121
C -1.7438 1.4201 -0.3434 1.0719 0.3684 -0.7354 -0.359
C 3.9818 -0.5109 -0.1055 -0.1188 0.5178 -3.0499 -0.083
H -4.5342 0.9833 -1.2049 0.2286 0.1128 -0.1570 0.077
H 4.3197 -1.4520 0.2929 0.3836 -0.1818 0.0520 0.058
C -2.4170 -0.4916 1.0571 2.0284 0.9607 0.2736 -0.117
H -3.2165 -1.0498 1.3725 -2.1650 -1.4925 0.6866 0.044
H -2.8283 -0.3242 -2.4574 0.2208 0.0148 0.9641 0.086
C 1.4564 -0.9572 -0.6986 3.0426 -4.4543 2.7295 -0.079
C -4.1511 0.6013 -0.2623 -0.4408 0.1181 0.8613 -0.071
H 2.6074 1.1721 -1.3852 -0.1226 1.6584 0.9304 0.103
H -2.9220 -1.7128 -1.2898 0.9260 1.1536 -0.4666 0.105
H 1.3019 -0.3188 -1.4505 -1.4278 2.4934 -2.8384 0.017
C -2.6642 0.1642 -0.2751 0.2639 1.9921 -0.1395 -0.702
H -1.2499 -0.8281 -1.6568 -2.4962 -0.0518 0.4479 0.105
H 4.5604 0.3221 0.2627 0.2830 0.1022 0.4791 0.075
O 2.5019 1.8779 -0.6770 0.1928 -1.5323 -1.3588 -0.108
P -0.0978 1.5330 0.7488 0.7149 -1.4328 1.4631 0.969
H -2.1961 2.3308 0.1788 0.4305 -1.1417 -0.7535 0.083
```
Positions in Å, forces in eV/Å.